61
Properties=species:S:1:pos:R:3:lowdin_spin:R:1 method="wB97M-V/def2-TZVPD" lumo_energy_ev="0.50 / 0.41" gap_ev="9.16 / 8.54" homo_energy_ev="-8.66 / -8.13" multiplicity=2
Mn -0.256 0.545 0.019 0.99
O 2.660 0.428 2.858 0.01
C 1.737 0.236 2.091 0.00
O 1.470 0.865 0.993 0.03
C 0.728 -0.852 2.395 0.00
C 0.674 -1.603 3.552 0.00
C -0.383 -2.494 3.702 0.00
C -1.353 -2.600 2.710 0.00
C -1.219 -1.804 1.591 0.00
N -0.193 -0.983 1.455 -0.01
C -2.214 -1.693 0.457 0.00
O -3.107 -2.517 0.343 0.00
O -2.005 -0.658 -0.283 0.00
H 1.443 -1.470 4.302 0.00
H -0.462 -3.092 4.602 0.00
H -2.199 -3.270 2.783 0.00
C -0.239 4.048 0.830 0.00
O -1.537 3.518 1.156 -0.01
P -1.635 1.921 1.329 -0.01
O -1.097 1.640 2.801 0.01
C -1.725 2.202 3.965 0.00
O -3.206 1.800 1.552 -0.01
C -4.138 1.450 0.513 0.00
H -0.391 5.055 0.455 0.00
H 0.258 3.445 0.068 0.00
H 0.398 4.076 1.714 0.00
H -0.990 2.163 4.763 0.00
H -2.599 1.611 4.232 0.00
H -2.026 3.234 3.785 0.00
H -5.075 1.218 1.009 0.00
H -3.790 0.579 -0.037 0.00
H -4.285 2.299 -0.156 0.00
C 1.951 1.647 -4.199 0.00
N 0.757 0.832 -4.402 0.00
C 0.465 0.499 -5.792 0.00
P -0.395 0.704 -3.243 0.00
O 0.276 0.970 -1.917 0.00
N -1.045 -0.795 -3.445 0.00
C -2.487 -1.073 -3.402 0.00
C -0.228 -1.874 -2.863 0.00
N -1.637 1.757 -3.564 0.00
C -2.557 1.948 -2.432 0.00
C -1.256 3.030 -4.179 0.00
H 2.835 1.091 -4.518 0.00
H 2.060 1.889 -3.146 0.00
H 1.901 2.575 -4.780 0.00
H 1.253 -0.141 -6.197 0.00
H 0.412 1.401 -6.411 0.00
H -0.480 -0.033 -5.861 0.00
H -3.037 -0.226 -3.800 0.00
H -2.827 -1.298 -2.389 0.00
H -2.685 -1.936 -4.040 0.00
H 0.798 -1.802 -3.222 0.00
H -0.643 -2.830 -3.181 0.00
H -0.224 -1.850 -1.774 0.00
H -2.665 1.026 -1.861 0.00
H -3.542 2.236 -2.807 0.00
H -2.196 2.730 -1.753 0.00
H -0.632 2.862 -5.053 0.00
H -0.722 3.688 -3.483 0.00
H -2.162 3.544 -4.506 0.00

=====

51
Properties=species:S:1:pos:R:3:nbo_charge:R:1 method="wB97M-V/def2-TZVPD" lumo_energy_ev=0.74 gap_ev=8.99 relative_energy_kj_mol=0.0 homo_energy_ev=-8.25 smiles=CCn1ccnc1CN1CCN(CC(C)C)[C@H](CCO)C1
C -2.907 -1.444 -1.712 -0.61
H -2.042 -0.788 -1.769 0.21
H -2.583 -2.472 -1.850 0.22
H -3.594 -1.182 -2.513 0.21
C -3.581 -1.290 -0.351 -0.20
N -3.975 0.074 -0.117 -0.34
C -3.372 0.997 0.678 0.34
N -3.969 2.161 0.600 -0.47
C -4.994 2.000 -0.274 -0.09
C -5.014 0.716 -0.733 -0.11
H -5.665 0.214 -1.419 0.21
H -5.647 2.815 -0.513 0.21
C -2.205 0.701 1.554 -0.26
N -1.048 0.267 0.781 -0.45
C 0.015 -0.228 1.635 -0.25
H -0.385 -1.018 2.275 0.20
C 1.154 -0.790 0.770 -0.03
N 1.684 0.209 -0.146 -0.47
C 0.617 0.820 -0.917 -0.22
C -0.538 1.340 -0.055 -0.25
H -1.346 1.701 -0.695 0.22
H -0.195 2.190 0.563 0.17
H 1.033 1.641 -1.503 0.21
H 0.236 0.069 -1.613 0.20
C 2.605 1.169 0.442 -0.21
H 2.100 2.094 0.758 0.18
C 3.726 1.521 -0.547 -0.22
C 4.628 2.602 0.043 -0.60
H 5.420 2.859 -0.657 0.21
H 5.086 2.252 0.966 0.20
H 4.059 3.503 0.262 0.21
C 4.527 0.271 -0.893 -0.61
H 3.856 -0.502 -1.257 0.22
H 5.044 -0.104 -0.012 0.20
H 5.266 0.488 -1.661 0.21
H 3.271 1.906 -1.466 0.19
H 3.060 0.724 1.330 0.19
C 0.686 -2.019 -0.021 -0.44
H 1.347 -2.142 -0.883 0.21
H -0.329 -1.854 -0.380 0.22
C 0.707 -3.301 0.811 -0.05
O 0.189 -4.404 0.105 -0.72
H 0.704 -4.520 -0.702 0.46
H 0.067 -3.201 1.691 0.17
H 1.732 -3.510 1.153 0.15
H 1.974 -1.100 1.428 0.20
H 0.414 0.570 2.289 0.17
H -2.465 -0.104 2.251 0.21
H -1.996 1.610 2.142 0.20
H -2.886 -1.585 0.436 0.22
H -4.470 -1.927 -0.300 0.20

=====

52
Properties=species:S:1:pos:R:3:nbo_charge:R:1 method="wB97M-V/def2-TZVPD" lumo_energy_ev=-4.62 gap_ev=7.69 homo_energy_ev=-12.31 total_charge=+1
C 1.093 0.396 1.504 -0.71
C 0.611 0.935 3.009 0.28
N 0.462 -0.083 3.960 -0.62
C 0.370 2.508 3.404 -0.49
C -1.098 3.112 2.995 -0.05
C -1.481 3.199 1.378 -0.42
C -3.116 3.277 1.537 -0.50
C -3.466 2.501 2.938 0.13
P -5.220 1.825 3.289 1.10
C -5.647 0.605 1.842 -0.95
O -5.145 0.794 4.705 -0.92
N -2.304 2.470 3.713 -0.52
H 0.278 -0.309 1.012 0.26
H 1.352 1.343 0.867 0.23
H 2.071 -0.256 1.694 0.25
H 0.699 -1.004 3.489 0.35
H 1.271 3.126 2.970 0.27
H 0.455 2.584 4.587 0.26
H -1.022 4.263 3.299 0.24
H -1.204 2.237 0.738 0.25
H -1.207 4.251 0.884 0.27
H -3.792 3.131 0.592 0.28
H -3.330 4.408 1.822 0.26
H -5.744 -0.512 2.225 0.29
H -6.717 0.903 1.427 0.28
H -4.892 0.682 0.951 0.26
H -4.566 1.302 5.353 0.49
H -2.306 2.039 4.674 0.45
C 5.154 -0.046 0.128 -0.61
C 5.399 -1.298 -0.708 -0.39
C 4.742 -1.229 -2.089 -0.51
C 3.237 -1.082 -1.935 0.33
N 1.989 -0.960 -1.807 -0.40
H 4.089 0.099 0.336 0.20
H 5.664 -0.127 1.093 0.22
H 5.531 0.847 -0.383 0.21
H 5.022 -2.170 -0.160 0.21
H 6.479 -1.437 -0.832 0.22
H 4.959 -2.143 -2.653 0.27
H 5.132 -0.378 -2.658 0.25
C -1.390 -3.605 -5.783 -0.61
C -0.860 -2.802 -4.600 -0.38
C 0.668 -2.798 -4.520 -0.51
C 1.177 -4.221 -4.357 0.28
N 1.599 -5.402 -4.222 -0.34
H -1.115 -4.662 -5.709 0.22
H -2.483 -3.556 -5.817 0.22
H -1.001 -3.213 -6.730 0.21
H -1.280 -3.214 -3.675 0.21
H -1.216 -1.769 -4.684 0.21
H 0.998 -2.199 -3.665 0.27
H 1.100 -2.363 -5.427 0.24

=====

50
Properties=species:S:1:pos:R:3:nbo_charge:R:1 method="wB97M-V/def2-TZVPD" lumo_energy_ev=0.88 gap_ev=11.04 relative_energy_kj_mol=9.0 homo_energy_ev=-10.15 smiles="CCCCOC(=O)CCCCCCC(=O)OCCCC"
C -2.538 -4.295 0.814 -0.60
C -3.208 -3.926 -0.504 -0.39
C -3.075 -2.435 -0.800 -0.42
C -3.734 -2.065 -2.126 -0.07
H -4.793 -2.330 -2.123 0.19
H -3.226 -2.573 -2.952 0.20
O -3.700 -0.657 -2.353 -0.51
C -2.564 -0.143 -2.832 0.81
O -1.596 -0.798 -3.121 -0.61
C -2.660 1.359 -2.966 -0.51
C -2.805 2.029 -1.594 -0.38
C -1.736 1.602 -0.587 -0.40
C -0.311 1.878 -1.063 -0.40
C 0.740 1.576 0.006 -0.38
C 0.756 2.611 1.138 -0.50
C 1.816 2.229 2.144 0.81
O 1.609 1.637 3.171 -0.61
O 3.023 2.623 1.728 -0.52
C 4.157 2.262 2.516 -0.08
C 4.942 1.126 1.863 -0.41
C 4.154 -0.182 1.827 -0.40
C 4.983 -1.318 1.241 -0.60
H 4.405 -2.238 1.218 0.21
H 5.292 -1.082 0.226 0.20
H 5.875 -1.488 1.840 0.20
H 3.252 -0.047 1.227 0.20
H 3.840 -0.441 2.840 0.20
H 5.863 0.985 2.430 0.21
H 5.209 1.421 0.846 0.20
H 3.813 1.967 3.513 0.21
H 4.774 3.162 2.589 0.19
H -0.205 2.636 1.649 0.22
H 0.987 3.595 0.730 0.22
H 0.552 0.586 0.427 0.21
H 1.727 1.564 -0.461 0.21
H -0.223 2.922 -1.373 0.19
H -0.101 1.247 -1.928 0.22
H -1.838 0.535 -0.381 0.20
H -1.923 2.136 0.347 0.20
H -2.763 3.112 -1.732 0.20
H -3.787 1.779 -1.187 0.21
H -3.535 1.596 -3.573 0.23
H -1.766 1.713 -3.478 0.23
H -3.540 -1.855 0.001 0.20
H -2.017 -2.166 -0.847 0.21
H -2.751 -4.495 -1.317 0.20
H -4.266 -4.194 -0.464 0.19
H -2.990 -3.749 1.638 0.20
H -1.478 -4.053 0.783 0.20
H -2.641 -5.360 1.009 0.21

=====

53
Properties=species:S:1:pos:R:3:nbo_charge:R:1 method="wB97M-V/def2-TZVPD" lumo_energy_ev="0.11 / 0.11" gap_ev="5.31 / 5.31" relative_energy_kj_mol=426.6 homo_energy_ev="-5.19 / -5.19"
P -0.490 -2.603 -0.540 0.66
P -0.076 0.822 -1.792 1.01
C -0.770 -1.859 -2.216 -0.68
C 0.163 -0.755 -2.657 -0.75
H -1.814 -1.530 -2.303 0.23
H -0.637 -2.679 -2.941 0.23
H 1.215 -1.033 -2.568 0.23
H -0.019 -0.475 -3.695 0.21
C -1.692 1.360 -2.375 -0.97
H -2.040 2.285 -1.900 0.24
H -2.425 0.564 -2.190 0.24
H -1.560 1.507 -3.458 0.21
C 1.242 1.792 -2.560 -0.96
H 0.950 1.921 -3.602 0.22
H 2.178 1.227 -2.517 0.24
H 1.393 2.754 -2.090 0.25
C -1.507 -4.084 -0.890 -0.95
H -1.611 -4.750 -0.030 0.24
H -1.064 -4.643 -1.717 0.24
H -2.512 -3.758 -1.181 0.24
C 1.254 -3.119 -0.893 -0.92
H 1.912 -2.264 -1.073 0.24
H 1.264 -3.776 -1.772 0.22
H 1.648 -3.654 -0.033 0.26
Be -0.833 -3.026 1.391 1.46
C 0.636 4.144 1.919 -0.20
C -0.644 4.164 1.511 -0.18
C -1.551 3.016 1.170 -0.42
C -0.850 1.720 1.516 -0.47
C 0.012 1.192 0.421 -0.20
C 1.363 1.320 0.252 -0.30
C 2.230 2.410 0.718 -0.42
C 1.752 3.089 2.022 -0.45
C 0.338 -4.026 2.039 -1.45
H 1.037 5.131 2.228 0.20
H -1.163 5.139 1.519 0.20
H -1.812 3.062 0.106 0.20
H -2.528 3.083 1.692 0.21
H -0.311 1.786 2.452 0.23
H -1.634 0.986 1.716 0.24
H -0.384 0.127 0.246 0.22
H 1.873 0.420 -0.094 0.19
H 2.349 3.191 -0.078 0.19
H 3.235 2.002 0.869 0.21
H 1.568 2.319 2.796 0.22
H 2.616 3.638 2.417 0.21
H 0.706 -3.362 2.866 0.24
H 1.231 -4.473 1.590 0.21
H -0.397 -4.775 2.361 0.21
F -1.074 -2.067 3.885 -0.38
C -0.939 -1.703 2.567 0.42
F -2.002 -0.872 2.305 -0.39
F 0.176 -0.883 2.589 -0.38

=====

55
Properties=species:S:1:pos:R:3:nbo_charge:R:1 method="wB97M-V/def2-TZVPD" lumo_energy_ev=-2.62 gap_ev=10.23 homo_energy_ev=-12.84 smiles="CCCCCn1c(NCOC(C)=O)nc([C@@H](Br)CC)[n+]1NCCC" total_charge=+1
C 3.241 -2.899 1.377 -0.61
C 1.924 -2.957 2.160 -0.39
C 0.797 -3.621 1.373 -0.39
C 0.317 -2.753 0.199 -0.43
C -0.870 -1.886 0.612 -0.24
N -0.892 -0.572 -0.035 -0.17
C -0.580 -0.154 -1.272 0.59
N -0.141 -0.935 -2.270 -0.58
C 0.098 -0.387 -3.575 0.09
O -1.140 -0.403 -4.269 -0.54
C -1.049 -0.323 -5.642 0.79
C -0.344 0.872 -6.191 -0.75
O -1.583 -1.153 -6.304 -0.51
N -0.796 1.163 -1.416 -0.49
C -1.278 1.572 -0.254 0.44
C -1.769 2.951 0.040 -0.31
Br -1.006 4.219 -1.201 0.08
C -3.304 3.012 0.015 -0.40
C -3.929 2.554 -1.311 -0.63
N -1.359 0.556 0.619 -0.03
N -1.776 0.480 1.927 -0.44
C -0.903 1.159 2.912 -0.23
C 0.583 0.938 2.633 -0.43
C 1.343 2.204 2.241 -0.60
H 4.088 -2.746 2.036 0.23
H 3.227 -2.081 0.657 0.19
H 3.372 -3.817 0.809 0.21
H 1.603 -1.940 2.399 0.18
H 2.085 -3.483 3.097 0.22
H 1.093 -4.604 1.019 0.22
H -0.048 -3.762 2.050 0.21
H 1.129 -2.140 -0.185 0.22
H 0.016 -3.412 -0.617 0.21
H -0.813 -1.689 1.679 0.25
H -1.826 -2.375 0.438 0.23
H -0.049 -1.928 -2.165 0.43
H 0.833 -1.015 -4.076 0.19
H 0.494 0.620 -3.474 0.20
H 0.542 0.546 -6.733 0.25
H -0.042 1.581 -5.428 0.22
H -0.999 1.357 -6.908 0.27
H -1.421 3.286 1.012 0.25
H -3.658 2.379 0.829 0.19
H -3.577 4.037 0.242 0.24
H -3.188 2.534 -2.104 0.23
H -4.753 3.196 -1.598 0.24
H -4.321 1.543 -1.218 0.21
H -2.748 0.749 1.979 0.39
H -1.165 0.725 3.874 0.23
H -1.146 2.221 2.974 0.19
H 0.732 0.156 1.892 0.20
H 1.028 0.560 3.552 0.23
H 0.794 2.802 1.513 0.19
H 1.508 2.824 3.117 0.22
H 2.297 1.954 1.787 0.23

=====

| no. | largest force on an atom (Eh/bohr) |
| --- | --- |
| 1 | 0.0346 |
| 2 | 0.0116 |
| 3 | 0.1950 |
| 4 | 0.0125 |
| 5 | 0.1035 |
| 6 | 0.0096 |